1.
Molecular formula: C20H30AsF6O15
Method: DFT, wB97M-V/def2-TZVPD

Properties
Total charge: -1
Lowest unoccupied orbital energy in eV: 1.97
Frontier orbital gap in eV: 10.6

Cartesian coordinates (Å):
As -1.309 0.701 -0.147
F -1.731 1.301 1.464
F -2.717 1.628 -0.845
F -0.852 0.217 -1.877
F 0.011 -0.297 0.480
F -2.306 -0.879 0.038
F -0.201 2.085 -0.454
C 1.332 3.012 2.681
C 1.395 4.363 1.948
C 0.192 4.707 1.120
O -0.639 5.509 1.820
C 0.098 6.020 2.864
O -0.268 6.924 3.627
O 1.392 5.532 2.821
H 2.274 2.714 3.142
H 1.088 2.256 1.935
H 0.726 3.165 3.574
H 2.310 4.582 1.399
H -0.551 3.949 0.872
H 0.587 5.036 0.158
C -4.194 3.082 -2.960
C -3.733 3.484 -4.365
C -2.527 2.685 -4.893
O -2.908 2.185 -6.158
C -4.152 2.331 -6.347
O -4.839 1.759 -7.241
O -4.706 3.049 -5.299
H -4.177 2.044 -2.628
H -5.162 3.455 -2.626
H -3.593 3.621 -2.227
H -3.603 4.562 -4.461
H -2.355 1.754 -4.353
H -1.580 3.222 -4.955
C -0.355 -3.144 -2.907
C -0.035 -3.673 -1.523
C -1.035 -3.449 -0.435
O -1.052 -4.706 0.140
C -0.506 -5.617 -0.526
O -0.650 -6.831 -0.372
O 0.128 -5.035 -1.611
H 0.368 -3.224 -3.718
H -0.358 -2.061 -2.789
H -1.237 -3.661 -3.286
H 0.895 -3.149 -1.306
H -2.045 -3.124 -0.686
H -0.684 -2.779 0.349
C 3.377 0.388 -1.205
C 3.396 -0.600 0.015
C 2.368 -1.713 -0.047
O 3.011 -2.886 -0.181
C 4.303 -2.691 -0.114
O 5.066 -3.698 0.072
O 4.602 -1.417 -0.092
H 3.112 -0.030 -2.176
H 4.247 1.045 -1.211
H 2.415 0.892 -1.110
H 3.596 -0.103 0.964
H 1.627 -1.433 -0.796
H 1.816 -1.755 0.893
C 0.099 -3.805 5.310
C 0.980 -3.255 4.140
C 0.370 -2.305 3.131
O 1.277 -1.161 3.147
C 2.020 -1.253 4.236
O 2.745 -0.394 4.732
O 2.030 -2.539 4.728
H -0.568 -4.647 5.127
H -0.491 -3.064 5.851
H 0.690 -4.180 6.145
H 1.429 -4.060 3.558
H -0.648 -1.973 3.336
H 0.391 -2.672 2.105

---

2.
Molecular formula: C23H47AlAsN3OSSi3
Method: DFT, wB97M-V/def2-TZVPD

Properties
Total charge: +2
Lowest unoccupied orbital energy in eV: -5.46
Frontier orbital gap in eV: 8.3

Cartesian coordinates (Å):
Al -0.435 0.643 0.418
C 2.421 -0.112 -0.588
O 1.331 0.243 0.281
Si 1.505 0.319 2.127
C 2.721 -1.001 2.512
C 2.258 1.988 2.346
C -0.303 0.164 2.300
Si -1.078 1.312 3.594
C -1.160 3.060 2.931
C -2.840 0.847 3.971
C -0.074 1.282 5.161
Si -0.781 -1.665 2.485
C 0.050 -2.726 1.146
C -0.270 -2.309 4.144
C -2.617 -1.939 2.277
H 2.714 -1.144 -0.404
H 3.266 0.550 -0.403
H 2.100 -0.002 -1.621
H 3.673 -0.770 2.030
H 2.395 -1.994 2.207
H 2.907 -1.029 3.590
H 3.297 1.972 2.009
H 2.262 2.299 3.394
H 1.719 2.750 1.784
H -1.714 3.077 1.983
H -0.179 3.508 2.773
H -1.704 3.703 3.627
H -3.416 0.668 3.059
H -3.311 1.673 4.510
H -2.923 -0.039 4.603
H 1.005 1.259 4.979
H -0.320 0.411 5.772
H -0.279 2.169 5.767
H 0.810 -3.381 1.577
H 0.541 -2.157 0.351
H -0.695 -3.381 0.688
H 0.815 -2.303 4.272
H -0.608 -3.343 4.255
H -0.709 -1.733 4.961
H -3.052 -1.337 1.478
H -3.181 -1.727 3.184
H -2.782 -2.993 2.032
C -5.651 1.867 -1.029
C -4.848 1.234 0.111
C -3.729 0.382 -0.387
N -2.485 0.569 -0.129
N -1.639 -0.385 -0.706
C -2.288 -1.305 -1.388
N -1.714 -2.338 -1.994
S -3.988 -0.990 -1.427
H -6.385 2.558 -0.619
H -6.194 1.113 -1.601
H -5.006 2.419 -1.713
H -5.498 0.614 0.734
H -4.408 1.989 0.764
H -0.731 -2.517 -1.866
H -2.253 -3.011 -2.514
C 0.422 4.519 -0.036
As -0.241 2.878 -0.795
C 0.947 2.654 -2.305
C -1.942 3.334 -1.650
C -1.910 4.642 -2.384
C -2.229 5.829 -1.728
C -2.179 7.039 -2.402
C -1.809 7.076 -3.740
C -1.497 5.898 -4.403
C -1.549 4.686 -3.728
H 0.251 5.295 -0.781
H 1.490 4.412 0.146
H -0.090 4.766 0.888
H 0.918 3.561 -2.907
H 0.633 1.807 -2.914
H 1.962 2.491 -1.948
H -2.706 3.322 -0.871
H -2.142 2.501 -2.328
H -2.528 5.807 -0.685
H -2.437 7.955 -1.885
H -1.775 8.020 -4.267
H -1.223 5.920 -5.450
H -1.324 3.767 -4.259

---

3.
Molecular formula: C7H9F2N3
Method: DFT, wB97M-V/def2-TZVPD

Properties
Lowest unoccupied orbital energy in eV: 0.94
Frontier orbital gap in eV: 9.9

Cartesian coordinates (Å):
C -1.173 -0.044 -1.483
C 0.809 -0.954 -1.177
C -0.115 -0.754 -2.185
C 0.220 1.432 2.499
C -0.187 -1.370 -3.557
C -1.096 1.170 2.925
C 0.990 -0.168 1.183
N -0.831 0.278 -0.253
N 1.104 2.204 2.730
N 0.385 -0.201 -0.103
F 1.144 -1.365 1.795
F 2.244 0.371 0.970
H -2.045 0.514 -2.049
H 1.698 -1.541 -1.096
H 0.732 -1.189 -4.146
H -0.262 -2.465 -3.506
H -1.099 -0.858 -3.926
H -1.793 1.321 2.116
H -1.235 0.030 3.048
H -1.488 1.708 3.799
H 1.997 1.879 2.416

---

4.
Molecular formula: C12H30F10K4N5O28P2S10
Method: DFT, wB97M-V/def2-TZVPD

Properties
⟨S²⟩: 0.762
Lowest unoccupied orbital energy (spin up / spin down) in eV: -3.03 / -7.85
Multiplicity: 2
Frontier orbital gap (spin up / spin down) in eV: 7.3 / 2.5

Cartesian coordinates (Å):
K 3.186 -3.711 0.681
K -1.748 -0.733 -1.303
K -1.128 2.419 -0.488
K 5.537 2.161 -0.938
N 2.472 5.744 -1.420
S 1.724 4.439 -2.267
O 0.455 3.914 -1.768
O 2.621 3.600 -2.993
F 1.265 5.270 -3.588
S 2.594 4.896 -0.078
O 3.413 3.696 -0.131
O 1.362 4.697 0.694
F 3.470 5.902 0.765
N -3.343 1.277 -0.082
S -4.046 0.849 1.392
O -4.426 -0.518 1.640
O -4.793 1.863 2.090
F -2.621 0.979 2.180
S -4.640 1.846 -0.615
O -4.752 3.279 -0.463
O -5.858 1.045 -0.849
F -4.106 1.783 -2.086
N 6.741 -0.243 -0.891
S 6.218 -1.081 0.197
O 7.073 -2.148 0.652
O 4.764 -1.343 0.215
F 6.467 0.031 1.347
S 6.535 -1.384 -2.098
O 5.239 -1.324 -2.723
O 7.345 -2.610 -2.046
F 7.402 -0.651 -3.257
N 0.738 0.163 -0.892
S 2.050 -0.366 -1.564
O 2.413 -1.797 -1.306
O 3.113 0.691 -1.725
F 1.333 -0.528 -2.996
S 1.508 0.096 0.640
O 2.444 1.115 0.938
O 1.768 -1.214 1.174
F 0.235 0.515 1.456
N 0.674 -4.353 1.024
S 0.044 -4.535 -0.337
O -0.002 -3.439 -1.323
O -0.959 -5.543 -0.632
F 1.453 -5.269 -0.901
S -0.721 -3.613 1.661
O -1.757 -4.514 2.126
O -1.116 -2.363 1.099
F 0.004 -3.365 3.059
C -1.750 -2.757 -5.327
C -0.362 -2.039 -5.159
O -0.375 -0.801 -5.785
P -1.468 0.357 -5.359
O -1.684 0.533 -3.900
O -2.705 -0.037 -6.273
C -2.702 0.122 -7.685
C -1.594 -0.711 -8.443
O -0.789 1.599 -6.154
C 0.527 2.036 -5.828
C 0.926 3.317 -6.621
H -1.638 -3.781 -4.973
H -2.553 -2.211 -4.830
H -2.045 -2.867 -6.371
H -0.132 -2.016 -4.094
H 0.581 -2.535 -5.387
H -3.661 -0.264 -8.032
H -2.536 1.152 -8.001
H -1.619 -0.476 -9.507
H -0.564 -0.475 -8.178
H -1.754 -1.785 -8.345
H 0.396 2.289 -4.776
H 1.287 1.255 -5.866
H 1.845 3.811 -6.306
H 1.023 3.213 -7.702
H 0.104 4.009 -6.440
C 0.628 1.334 9.106
C 0.550 -0.104 8.685
O -0.856 -0.389 8.653
P -1.799 0.227 7.452
O -2.073 1.658 7.531
O -0.988 -0.259 6.099
C -1.403 0.305 4.873
C -0.519 1.525 4.665
O -3.088 -0.789 7.476
C -2.770 -2.175 7.180
C -4.095 -3.026 7.162
H -0.119 1.504 9.881
H 1.602 1.382 9.592
H 0.640 2.065 8.297
H 0.974 -0.151 7.682
H 1.141 -0.770 9.313
H -1.297 -0.473 4.117
H -2.443 0.621 4.956
H -0.593 2.099 5.588
H 0.522 1.212 4.579
H -0.887 1.975 3.743
H -2.203 -2.383 6.273
H -2.127 -2.373 8.038
H -4.928 -2.541 7.673
H -4.322 -2.950 6.098
H -3.949 -4.087 7.361

---

5.
Molecular formula: C28H25ClMoN2O3Si
Method: DFT, wB97M-V/def2-TZVPD

Properties
Total charge: +2
⟨S²⟩: 2.020
Lowest unoccupied orbital energy (spin up / spin down) in eV: -7.71 / -8.10
Multiplicity: 3
Frontier orbital gap (spin up / spin down) in eV: 6.1 / 5.7

Cartesian coordinates (Å):
Mo -0.873 -0.256 1.245
Cl -5.911 3.858 4.737
C -4.923 2.716 3.927
C -5.425 1.439 3.649
C -4.659 0.482 3.003
C -3.370 0.805 2.624
O -2.580 -0.111 2.027
C -2.850 2.090 2.888
C -1.527 2.424 2.510
O -0.746 1.641 1.908
C -3.642 3.046 3.549
H -6.436 1.202 3.951
H -5.057 -0.501 2.797
H -1.128 3.412 2.745
H -3.246 4.032 3.756
O 0.468 -0.047 0.120
Si 1.540 0.546 -1.182
C 2.808 1.540 -0.304
C 2.613 2.914 -0.120
C 3.544 3.673 0.571
C 4.683 3.067 1.087
C 4.892 1.705 0.914
C 3.960 0.946 0.223
C 2.164 -0.995 -1.969
C 3.402 -0.974 -2.618
C 3.865 -2.091 -3.299
C 3.098 -3.246 -3.337
C 1.865 -3.283 -2.699
C 1.402 -2.166 -2.024
C 0.362 1.554 -2.190
C -1.008 1.663 -1.954
C -1.823 2.437 -2.767
C -1.270 3.119 -3.842
C 0.091 3.023 -4.098
C 0.898 2.248 -3.280
H 1.739 3.398 -0.544
H 3.394 4.737 0.696
H 5.415 3.660 1.618
H 5.784 1.240 1.310
H 4.136 -0.115 0.088
H 4.019 -0.082 -2.591
H 4.823 -2.060 -3.798
H 3.459 -4.116 -3.868
H 1.264 -4.183 -2.741
H 0.428 -2.206 -1.546
H -1.478 1.133 -1.126
H -2.884 2.506 -2.570
H -1.900 3.722 -4.481
H 0.523 3.552 -4.937
H 1.959 2.189 -3.498
C -0.358 -5.560 1.990
N -1.398 -4.723 1.353
C -2.658 -5.363 0.924
C -1.221 -3.464 1.218
N -1.024 -2.320 1.091
H -0.164 -6.411 1.341
H -0.717 -5.903 2.958
H 0.553 -4.980 2.111
H -2.415 -6.183 0.252
H -3.276 -4.637 0.403
H -3.182 -5.741 1.799

---

6.
Molecular formula: C3H8N2O
Method: DFT, wB97M-V/def2-TZVPD

Properties
SMILES string: CC(=O)NCN
Lowest unoccupied orbital energy in eV: 0.66
Frontier orbital gap in eV: 9.7

Cartesian coordinates (Å):
C -0.393 0.931 1.824
C -0.389 -0.112 0.824
O 0.011 -1.257 1.049
N -0.428 0.490 -0.364
C -0.190 -0.170 -1.539
N 1.272 -0.278 -1.690
H -0.046 0.738 2.908
H 0.011 2.039 1.584
H -1.550 1.244 2.033
H -0.811 1.454 -0.435
H -0.670 -1.100 -1.501
H -0.511 0.463 -2.417
H 1.697 0.649 -1.879
H 1.712 -0.807 -0.951

---

7.
Molecular formula: C41H31IrN8O4Se
Method: DFT, wB97M-V/def2-TZVPD

Properties
Total charge: +1
⟨S²⟩: 0.768
Lowest unoccupied orbital energy (spin up / spin down) in eV: -2.97 / -4.77
Multiplicity: 2
Frontier orbital gap (spin up / spin down) in eV: 7.2 / 6.1

Cartesian coordinates (Å):
Ir -1.264 -1.032 -0.390
O -0.969 -4.932 0.522
C -1.189 -3.728 0.570
N -1.832 -2.976 -0.358
C -2.287 -3.460 -1.568
C -2.534 -4.796 -1.907
C -3.100 -5.075 -3.129
C -3.439 -4.054 -4.036
C -3.219 -2.739 -3.728
C -2.616 -2.429 -2.494
N -2.374 -1.171 -2.019
C -3.161 -0.062 -2.354
O -3.697 0.149 -3.405
C -3.378 0.783 -1.130
C -4.079 1.965 -1.196
C -4.277 2.684 -0.023
C -3.795 2.170 1.165
C -3.103 0.969 1.152
N -2.888 0.296 0.027
C -0.667 -2.905 1.732
C -0.306 -3.550 2.898
C 0.099 -2.793 3.990
C 0.111 -1.415 3.865
C -0.236 -0.835 2.655
N -0.600 -1.559 1.595
H -2.295 -5.583 -1.212
H -3.296 -6.105 -3.396
H -3.875 -4.312 -4.991
H -3.462 -1.946 -4.418
H -4.444 2.298 -2.158
H -4.802 3.630 -0.041
H -3.926 2.693 2.102
H -2.692 0.548 2.058
H -0.370 -4.628 2.927
H 0.389 -3.271 4.915
H 0.397 -0.774 4.687
H -0.184 0.237 2.501
O -0.575 0.638 -3.000
C -0.245 1.279 -2.030
N 0.339 2.506 -2.018
C 0.382 3.079 -0.690
C -0.127 1.874 0.132
O -0.257 1.904 1.346
N -0.442 0.866 -0.706
C -0.636 4.201 -0.491
C -1.633 4.448 -1.427
C -2.588 5.431 -1.192
C -2.560 6.163 -0.016
C -1.568 5.912 0.926
C -0.611 4.940 0.689
C 1.799 3.497 -0.320
C 2.578 2.796 0.591
C 3.887 3.192 0.844
C 4.427 4.286 0.188
C 3.650 4.993 -0.721
C 2.344 4.603 -0.966
H 0.509 3.007 -2.872
H -1.677 3.874 -2.343
H -3.349 5.626 -1.937
H -3.298 6.933 0.164
H -1.537 6.484 1.844
H 0.160 4.747 1.424
H 2.163 1.954 1.129
H 4.479 2.650 1.572
H 5.443 4.597 0.391
H 4.060 5.854 -1.231
H 1.736 5.174 -1.659
C 3.540 -0.760 -0.174
N 3.032 -2.090 0.130
C 1.913 -2.655 -0.353
Se 0.760 -1.824 -1.600
N 1.821 -3.893 0.151
C 2.902 -4.153 0.976
C 3.255 -5.268 1.726
C 4.432 -5.180 2.442
C 5.228 -4.025 2.413
C 4.873 -2.917 1.670
C 3.686 -3.005 0.952
H 2.724 -0.144 -0.541
H 4.320 -0.822 -0.931
H 3.942 -0.321 0.738
H 1.044 -4.519 -0.034
H 2.643 -6.160 1.740
H 4.754 -6.024 3.037
H 6.145 -4.005 2.986
H 5.492 -2.031 1.646

---

8.
Molecular formula: C24H29ClN6O3
Method: DFT, wB97M-V/def2-TZVPD

Properties
SMILES string: Nc1nnc(-c2ccc(O)c(Cl)c2)c(-c2ccccc2)n1.CC[C@H](C)[C@H](NC(C)=O)C(=O)NC
Lowest unoccupied orbital energy in eV: -0.28
Frontier orbital gap in eV: 8.1

Cartesian coordinates (Å):
N 5.220 3.769 -0.595
C 4.203 3.262 0.125
N 3.029 3.892 0.151
N 2.011 3.366 0.833
C 2.179 2.196 1.482
C 0.982 1.638 2.157
C 0.134 2.481 2.896
C -1.002 1.969 3.535
C -1.318 0.615 3.437
O -2.433 0.133 4.065
C -0.498 -0.235 2.686
Cl -0.885 -1.933 2.527
C 0.638 0.277 2.050
C 3.465 1.569 1.430
C 3.813 0.328 2.169
C 3.387 0.104 3.494
C 3.729 -1.071 4.172
C 4.519 -2.038 3.545
C 4.970 -1.824 2.241
C 4.626 -0.648 1.563
N 4.467 2.108 0.704
H 4.919 4.386 -1.337
H 5.929 3.074 -0.789
H 0.358 3.542 2.980
H -1.650 2.623 4.108
H -2.534 -0.812 3.859
H 1.250 -0.402 1.465
H 2.786 0.846 4.013
H 3.384 -1.226 5.190
H 4.788 -2.947 4.076
H 5.592 -2.569 1.754
H 4.994 -0.493 0.553
C -1.341 2.337 -1.018
C -1.112 0.858 -1.356
C -2.396 -0.005 -1.437
C -3.199 0.072 -0.123
C -2.031 -1.475 -1.785
N -1.294 -1.560 -3.066
C -1.746 -1.274 -4.290
C -0.764 -1.465 -5.421
O -2.875 -0.869 -4.527
C -3.218 -2.453 -1.660
O -3.295 -3.166 -0.663
N -4.115 -2.526 -2.649
C -5.270 -3.422 -2.658
H -0.409 2.886 -1.158
H -1.647 2.446 0.023
H -2.104 2.756 -1.674
H -0.606 0.833 -2.321
H -0.436 0.434 -0.614
H -3.030 0.398 -2.229
H -2.609 -0.325 0.701
H -3.477 1.102 0.098
H -4.125 -0.496 -0.203
H -1.336 -1.797 -1.009
H -0.346 -1.893 -3.009
H -0.352 -2.471 -5.382
H 0.033 -0.729 -5.330
H -1.286 -1.321 -6.366
H -3.980 -1.905 -3.441
H -4.981 -4.403 -2.276
H -6.055 -3.015 -2.020
H -5.651 -3.532 -3.674